Molecular formula: C4H5NO
Method: DFT, the ωB97M-V functional and the def2-TZVPD basis

Properties
orbital gap (alpha / beta) = 8.1 / 8.1 eV
max |F| = 0.084 Eh/bohr
ΔE to the lowest compared entry with this formula, charge and spin = 154.16 kcal per mole
2S+1 = 1
LUMO energy (alpha / beta) = 0.49 / 0.48 eV
highest occupied orbital energy (alpha / beta) = -7.660 / -7.662 eV
total energy = -7759.8414 eV

Element x y z (Å)
C1 0.170660 -0.271987 -0.872187
C2 -0.270661 1.078363 -0.387751
C3 -0.594544 -0.878096 0.276719
C4 -0.734926 0.555782 0.756234
N1 2.077437 0.050631 0.721186
O1 1.903779 -0.104153 -0.424101
H1 0.135510 -0.542662 -1.846498
H2 -0.118776 2.036399 -0.656422
H3 -1.416480 -1.484907 -0.084171
H4 0.054110 -1.563388 1.037243
H5 -1.206106 1.124016 1.479751

Cartesian forces (eV/Å) of the 3 atoms listed first:
-0.23 3.09 2.42
-0.14 -4.26 0.73
2.28 -1.84 2.28